# C32H23CsF2N6O2

A molecular structure, C32H23CsF2N6O2 at a distorted geometry (ωB97M-V/def2-TZVPD, the Open Molecules 2025 dataset).

Geometry as ORCA input:
```
! RIJCOSX wB97M-V def2-TZVPD def2/J DEFGRID3
* xyz -2 1
Cs 1.706 -0.833 0.143
C 2.209 -0.571 -5.257
C 2.243 -0.869 -3.885
N 1.196 -1.274 -3.208
C 0.007 -1.401 -3.833
C -0.131 -1.142 -5.233
C 1.027 -0.722 -5.925
C -1.376 -1.281 -5.872
C -2.480 -1.608 -5.113
C -2.385 -1.843 -3.748
C -1.156 -1.796 -3.050
N -1.030 -1.979 -1.737
C -1.898 -2.670 -0.977
C -2.581 -3.824 -1.400
C -3.430 -4.539 -0.558
C -3.646 -4.156 0.745
C -2.962 -3.031 1.249
C -3.104 -2.592 2.585
C -2.421 -1.491 3.021
C -1.573 -0.832 2.114
N -1.403 -1.216 0.874
C -2.080 -2.288 0.411
H 3.105 -0.229 -5.761
H 3.176 -0.783 -3.333
H 0.954 -0.507 -6.986
H -1.453 -1.116 -6.941
H -3.450 -1.682 -5.594
H -3.284 -2.045 -3.182
H -2.411 -4.172 -2.410
H -3.940 -5.414 -0.949
H -4.322 -4.705 1.391
H -3.756 -3.146 3.253
H -2.512 -1.130 4.037
H -1.027 0.056 2.425
O -3.239 1.227 1.377
C -2.985 1.781 2.566
C -3.911 1.622 3.600
C -3.707 2.236 4.822
C -2.573 3.012 5.039
C -1.631 3.141 4.030
C -1.810 2.527 2.796
C -0.785 2.596 1.704
O -1.112 2.221 0.544
N 0.397 3.057 2.075
N 1.452 2.786 1.327
C 2.447 3.598 1.377
C 3.723 3.272 0.766
C 4.876 3.982 1.141
C 6.101 3.620 0.622
C 6.167 2.564 -0.278
C 4.978 1.929 -0.608
N 3.795 2.267 -0.118
H -2.479 1.540 0.782
H -4.793 1.022 3.411
H -4.444 2.117 5.609
H -2.431 3.506 5.993
H -0.729 3.719 4.179
H 2.387 4.520 1.961
H 4.795 4.786 1.863
H 7.003 4.139 0.927
H 7.109 2.236 -0.696
H 4.979 1.104 -1.314
F 5.414 -3.213 0.926
C 4.827 -2.072 1.602
F 4.647 -2.594 2.939
H 5.720 -1.422 1.740
*
```

Values from the calculation:
Total energy ... -1932.12572 hartree
HOMO energy ... -0.93 eV
Frontier orbital gap ... 0.183 hartree


# Cl2HNS

Cl2HNS in the gas phase at a distorted geometry (ωB97M-V/def2-TZVPD, the Open Molecules 2025 dataset).

Geometry as ORCA input:
```
! RIJCOSX wB97M-V def2-TZVPD def2/J DEFGRID3
* xyz 0 1
N -1.515 -0.600 -0.019
S 1.768 0.173 0.457
Cl 1.352 1.852 -0.741
Cl 0.246 -1.086 -0.675
H -1.851 -0.338 0.978
*
```

Values from the calculation:
Total energy ... -1373.70350 hartree
HOMO energy (spin up / spin down) ... -8.66 / -8.84 eV
Energy relative to the best compared isomer or geometry (same formula, charge and spin) ... 4.782 eV
Frontier orbital gap (spin up / spin down) ... 0.235 / 0.243 hartree


# C24H39MoN2O2P3

A molecular structure, C24H39MoN2O2P3 at a distorted geometry (ωB97M-V/def2-TZVPD, the Open Molecules 2025 dataset).

Geometry as ORCA input:
```
! RIJCOSX wB97M-V def2-TZVPD def2/J DEFGRID3
* xyz 4 3
P 3.740 -0.214 0.143
C 4.296 -0.522 1.875
H 5.373 -0.261 1.952
H 4.128 -1.580 2.143
H 3.705 0.123 2.557
C 2.842 -1.492 -0.855
H 1.891 -1.148 -1.282
H 2.472 -2.248 -0.153
H 3.361 -2.040 -1.609
C 4.957 0.946 -0.618
H 5.987 0.550 -0.562
H 4.917 1.907 -0.071
H 4.677 1.155 -1.664
P -1.415 4.163 -0.937
C -1.186 4.246 0.845
H -1.786 5.043 1.290
H -0.110 4.367 1.049
H -1.436 3.267 1.261
C -0.316 5.347 -1.774
H -0.166 5.011 -2.812
H 0.691 5.303 -1.336
H -0.722 6.365 -1.753
C -3.095 4.694 -1.399
H -3.230 5.739 -1.112
H -3.808 4.010 -0.918
H -3.237 4.532 -2.482
P -3.136 -2.070 0.482
C -3.383 -2.095 2.272
H -3.812 -3.025 2.617
H -4.071 -1.261 2.470
H -2.438 -1.891 2.774
C -4.658 -2.150 -0.534
H -5.045 -3.189 -0.577
H -4.425 -1.803 -1.558
H -5.433 -1.490 -0.103
C -2.233 -3.555 -0.131
H -2.879 -4.222 -0.738
H -1.792 -4.143 0.692
H -1.398 -3.215 -0.782
Mo -0.305 -0.252 -3.006
C 2.375 0.967 0.375
O 1.487 1.697 0.440
C -1.581 -0.630 -0.577
O -1.081 -0.062 0.296
C -0.933 -0.160 -4.963
C -0.308 -1.415 -4.726
C 0.999 -1.435 -4.122
C 1.633 -0.195 -3.788
C 0.971 1.035 -4.023
C -0.322 1.029 -4.595
H -1.988 -0.162 -5.273
H -0.859 -2.369 -4.757
H 1.464 -2.375 -3.783
H 2.631 -0.185 -3.352
H 1.495 1.954 -3.789
H -0.811 2.011 -4.656
N 1.234 -3.220 2.993
C 1.327 -2.796 1.713
N 0.941 -1.529 1.595
C 0.473 -1.124 2.835
C -0.120 0.047 3.271
C -0.342 0.208 4.639
C -0.009 -0.809 5.550
C 0.495 -2.040 5.110
C 0.704 -2.181 3.741
H 1.514 -4.140 3.319
H 1.688 -3.467 0.939
H -0.406 0.804 2.533
H -0.774 1.133 5.011
H -0.156 -0.633 6.615
H 0.737 -2.862 5.769
*
```

Values from the calculation:
Expectation value of S² ... 2.01
Total energy ... -2288.41450 hartree
HOMO energy (spin up / spin down) ... -17.45 / -17.62 eV
Frontier orbital gap (spin up / spin down) ... 0.128 / 0.134 hartree


# C22H13AgF5N2O2S2

A molecular structure, C22H13AgF5N2O2S2 (ωB97M-V/def2-TZVPD, the Open Molecules 2025 dataset).

Geometry as ORCA input:
```
! RIJCOSX wB97M-V def2-TZVPD def2/J DEFGRID3
* xyz -1 1
Ag -0.450 -1.026 -1.780
C -3.780 3.354 4.104
C -3.433 2.120 3.313
C -3.931 0.873 3.671
C -3.599 -0.263 2.945
C -2.765 -0.155 1.845
C -2.259 1.082 1.472
C -2.593 2.207 2.205
S -2.385 -1.616 0.889
O -3.231 -1.574 -0.276
O -2.567 -2.731 1.795
N -0.879 -1.415 0.415
C 0.153 -1.406 1.325
C 0.049 -1.586 2.697
C 1.172 -1.530 3.541
C 2.430 -1.306 3.060
C 2.599 -1.124 1.668
C 3.863 -0.891 1.084
C 3.978 -0.718 -0.263
C 2.808 -0.777 -1.044
N 1.622 -0.991 -0.534
C 1.480 -1.168 0.803
H -4.455 3.117 4.927
H -4.265 4.100 3.473
H -2.883 3.813 4.524
H -4.583 0.788 4.533
H -3.968 -1.240 3.230
H -1.602 1.150 0.613
H -2.192 3.173 1.916
H -0.915 -1.802 3.131
H 1.023 -1.678 4.604
H 3.292 -1.269 3.715
H 4.736 -0.853 1.727
H 4.934 -0.536 -0.735
H 2.854 -0.636 -2.118
F 3.950 1.001 -6.858
C 2.834 0.616 -6.218
C 2.572 1.058 -4.934
F 3.446 1.877 -4.325
C 1.415 0.665 -4.289
F 1.219 1.152 -3.054
C 0.476 -0.198 -4.861
S -0.997 -0.694 -4.069
C 0.782 -0.620 -6.158
F -0.044 -1.452 -6.806
C 1.925 -0.226 -6.829
F 2.165 -0.663 -8.075
*
```

Values from the calculation:
Total energy ... -2548.92838 hartree
HOMO energy ... -4.82 eV
Frontier orbital gap ... 0.273 hartree


# C22H44Cl2O5PtSSi

A molecular structure, C22H44Cl2O5PtSSi at a distorted geometry (ωB97M-V/def2-TZVPD, the Open Molecules 2025 dataset).

Geometry as ORCA input:
```
! RIJCOSX wB97M-V def2-TZVPD def2/J DEFGRID3
* xyz -2 5
C -1.384 2.987 -3.586
C -2.013 3.490 -2.405
C -2.960 2.524 -1.954
C -1.764 4.814 -1.798
C -2.883 1.402 -2.828
C -1.917 1.695 -3.846
C -1.604 0.818 -4.991
C -0.388 3.729 -4.388
C -3.860 2.693 -0.796
C -3.638 0.147 -2.726
Pt 0.258 0.355 -1.522
Cl 0.778 2.758 -0.398
Cl 1.850 1.533 -3.344
O -1.129 -1.112 -2.034
H -0.692 5.072 -1.859
H -2.045 4.792 -0.733
H -2.349 5.614 -2.295
H -3.278 2.841 0.130
H -4.499 1.812 -0.680
H -4.508 3.569 -0.929
H -4.324 0.183 -1.871
H -2.909 -0.682 -2.572
H -4.225 -0.043 -3.641
H -1.633 -0.238 -4.671
H -0.615 1.065 -5.425
H -2.361 0.950 -5.800
H 0.395 4.133 -3.736
H -0.867 4.572 -4.922
H 0.070 3.071 -5.135
H -1.488 -1.346 -1.131
O 1.097 -0.487 -3.286
H 1.788 -0.683 -3.977
C 3.105 -1.580 -0.405
C 2.172 -2.759 -0.084
C 1.633 -3.310 -1.401
C 2.911 -3.880 0.660
O 1.049 -2.351 0.775
Si 0.681 -0.903 1.518
S -0.753 0.255 0.446
O -0.015 -1.272 2.989
C -0.880 -2.384 3.334
C -1.617 -2.903 2.115
C -0.025 -3.504 3.923
C -1.871 -1.882 4.377
O 2.070 -0.092 1.832
C 2.331 0.924 2.835
C 1.259 1.997 2.828
C 2.425 0.267 4.208
C 3.679 1.552 2.482
H 3.915 -1.932 -1.073
H 3.537 -1.176 0.514
H 2.543 -0.775 -0.938
H 2.480 -3.763 -1.959
H 0.871 -4.082 -1.226
H 1.190 -2.500 -2.022
H 3.316 -3.517 1.616
H 2.225 -4.722 0.838
H 3.741 -4.235 0.032
H -0.941 -3.393 1.407
H -2.348 -3.651 2.435
H -2.162 -2.105 1.599
H 0.510 -3.140 4.809
H -0.664 -4.350 4.216
H 0.714 -3.854 3.187
H -1.349 -1.564 5.286
H -2.451 -1.033 3.995
H -2.575 -2.679 4.648
H 0.300 1.590 3.184
H 1.575 2.814 3.500
H 1.121 2.392 1.810
H 3.174 -0.529 4.202
H 2.708 1.024 4.957
H 1.456 -0.168 4.484
H 4.483 0.796 2.490
H 3.640 2.035 1.495
H 3.936 2.317 3.233
*
```

Values from the calculation:
Expectation value of S² ... 6.03
Total energy ... -2968.31939 hartree
HOMO energy (spin up / spin down) ... 0.28 / -1.01 eV
Frontier orbital gap (spin up / spin down) ... 0.155 / 0.203 hartree


# C4H7HgO4

A molecular structure, C4H7HgO4 at a distorted geometry (ωB97M-V/def2-TZVPD, the Open Molecules 2025 dataset).

Geometry as ORCA input:
```
! RIJCOSX wB97M-V def2-TZVPD def2/J DEFGRID3
* xyz 0 2
O 0.056 2.274 1.765
C 0.410 2.082 0.559
O 0.739 0.727 0.452
Hg 1.280 0.736 2.487
O 0.673 2.837 -0.353
C -1.591 -0.962 0.273
H -2.229 -0.255 -0.276
H -2.122 -1.922 0.329
H -1.447 -0.694 1.328
C 0.513 0.014 -0.842
C -0.255 -1.244 -0.539
O 1.746 -0.176 -1.440
H -0.046 0.690 -1.500
H 0.389 -1.918 0.048
H -0.503 -1.712 -1.501
H 2.389 -0.476 -0.788
*
```

Values from the calculation:
Expectation value of S² ... 0.75
Total energy ... -610.92703 hartree
HOMO energy (spin up / spin down) ... -9.03 / -10.16 eV
Frontier orbital gap (spin up / spin down) ... 0.341 / 0.286 hartree


# C18H41BN4O12S

5 unconnected molecules or ions with the total composition C18H41BN4O12S at a distorted geometry (ωB97M-V/def2-TZVPD, the Open Molecules 2025 dataset).

Geometry as ORCA input:
```
! RIJCOSX wB97M-V def2-TZVPD def2/J DEFGRID3
* xyz 0 1
C 1.807 3.084 -0.268
C 0.365 3.435 -1.032
O 0.075 2.716 -2.132
O -0.465 4.505 -0.459
C -1.763 4.013 0.026
C -1.706 2.609 0.870
C -0.861 2.773 2.304
C -1.038 1.471 3.303
O 0.256 1.211 4.009
S 1.220 0.107 3.137
O 2.628 0.804 3.060
O 0.727 -0.060 1.510
O 1.667 -0.690 0.815
B 0.900 -1.461 -0.216
O -0.186 -0.760 -0.950
O 1.254 -2.890 -0.396
H 2.024 4.023 0.431
H 2.679 2.855 -1.013
H 1.587 2.187 0.456
H -2.598 3.930 -0.806
H -2.167 4.840 0.787
H -1.375 1.669 0.251
H -2.827 2.386 1.215
H 0.253 3.101 2.141
H -1.392 3.691 2.852
H -1.801 1.759 4.164
H -1.479 0.518 2.781
H -1.000 -0.847 -0.342
H 0.790 -3.357 0.373
C 3.817 -6.996 -1.625
O 2.971 -7.144 -0.753
N 4.049 -5.831 -2.325
C 5.072 -5.736 -3.345
C 3.243 -4.664 -2.032
H 4.484 -7.821 -1.926
H 5.787 -4.959 -3.058
H 4.601 -5.467 -4.295
H 5.602 -6.685 -3.463
H 3.371 -4.399 -0.978
H 2.190 -4.905 -2.209
H 3.540 -3.822 -2.662
C -3.978 0.469 3.920
O -3.621 1.424 3.241
N -5.160 0.387 4.625
C -5.510 -0.781 5.407
C -6.081 1.503 4.583
H -3.351 -0.432 4.020
H -6.445 -1.197 5.023
H -5.644 -0.481 6.451
H -4.728 -1.543 5.350
H -6.376 1.682 3.545
H -5.577 2.395 4.966
H -6.969 1.293 5.187
C -2.511 6.577 3.108
O -2.664 5.508 2.532
N -3.520 7.455 3.443
C -3.257 8.705 4.126
C -4.886 7.119 3.102
H -1.512 6.930 3.413
H -3.799 8.709 5.077
H -3.608 9.531 3.501
H -2.189 8.831 4.322
H -5.151 6.174 3.586
H -4.961 6.992 2.018
H -5.571 7.906 3.429
C 3.924 -5.562 -7.230
O 4.064 -4.853 -6.242
N 4.947 -6.142 -7.950
C 4.698 -6.970 -9.112
C 6.314 -5.918 -7.531
H 2.925 -5.796 -7.634
H 5.109 -7.967 -8.931
H 5.192 -6.521 -9.978
H 3.626 -7.054 -9.314
H 6.437 -6.283 -6.507
H 6.521 -4.844 -7.549
H 7.011 -6.438 -8.193
*
```

Values from the calculation:
Total energy ... -2255.16268 hartree
HOMO energy ... -8.51 eV
Frontier orbital gap ... 0.319 hartree


# C31H26BrFMoN6O4S

A molecular structure, C31H26BrFMoN6O4S (ωB97M-V/def2-TZVPD, the Open Molecules 2025 dataset).

Geometry as ORCA input:
```
! RIJCOSX wB97M-V def2-TZVPD def2/J DEFGRID3
* xyz 2 3
Mo 1.587 -0.382 -0.052
Br 6.057 -3.564 4.956
C 4.763 -2.641 3.949
C 4.190 -1.472 4.458
C 3.236 -0.786 3.735
C 2.853 -1.241 2.479
O 1.914 -0.569 1.799
C 3.412 -2.422 1.963
C 2.980 -3.005 0.730
N 2.172 -2.472 -0.131
C 1.764 -3.206 -1.281
C 1.968 -4.539 -1.519
C 1.527 -5.129 -2.721
C 0.875 -4.393 -3.669
C 0.625 -3.020 -3.439
C -0.061 -2.191 -4.354
C -0.277 -0.876 -4.050
C 0.189 -0.378 -2.828
N 0.836 -1.124 -1.950
C 1.068 -2.439 -2.239
C 4.367 -3.120 2.724
H 4.493 -1.111 5.432
H 2.774 0.108 4.132
H 3.378 -3.997 0.530
H 2.456 -5.178 -0.797
H 1.708 -6.183 -2.880
H 0.533 -4.848 -4.589
H -0.411 -2.612 -5.288
H -0.797 -0.214 -4.727
H 0.033 0.661 -2.570
H 4.789 -4.039 2.339
N 2.785 2.034 -2.722
N 3.730 2.401 -1.763
C 4.234 1.560 -0.877
N 5.111 2.031 0.002
S 3.911 -0.150 -0.851
H 3.159 2.255 -3.638
H 1.940 2.576 -2.546
H 3.976 3.381 -1.686
H 5.443 2.984 -0.015
H 5.515 1.398 0.671
C -4.027 4.755 -0.240
C -4.286 3.612 0.724
C -5.673 3.019 0.545
C -5.941 1.989 1.626
C -4.840 0.965 1.668
C -5.068 -0.282 2.203
C -4.062 -1.245 2.215
F -4.331 -2.436 2.749
C -2.827 -1.008 1.682
C -2.570 0.253 1.130
C -1.272 0.516 0.547
O -0.414 -0.432 0.520
C -1.066 1.801 0.013
C -2.093 2.732 0.061
N -3.277 2.506 0.595
C -3.566 1.247 1.136
C 0.196 2.243 -0.626
O 0.251 3.211 -1.354
O 1.286 1.530 -0.368
H -4.850 5.461 -0.144
H -4.002 4.409 -1.275
H -3.114 5.308 -0.021
H -4.191 3.976 1.751
H -5.751 2.573 -0.450
H -6.402 3.826 0.599
H -6.895 1.489 1.464
H -6.010 2.488 2.598
H -6.037 -0.535 2.614
H -2.062 -1.770 1.683
H -1.910 3.709 -0.359
*
```

Values from the calculation:
Expectation value of S² ... 2.02
Total energy ... -4966.38246 hartree
HOMO energy (spin up / spin down) ... -13.18 / -13.29 eV
Energy relative to the best compared isomer or geometry (same formula, charge and spin) ... 0.187 eV
Frontier orbital gap (spin up / spin down) ... 0.256 / 0.257 hartree


# C4H11NOS

C4H11NOS in the gas phase at a distorted geometry (ωB97M-V/def2-TZVPD, the Open Molecules 2025 dataset).

Geometry as ORCA input:
```
! RIJCOSX wB97M-V def2-TZVPD def2/J DEFGRID3
* xyz 0 1
C 1.187 -1.207 -1.190
N 1.364 -0.192 -0.146
C 0.137 0.547 0.218
C -1.013 0.399 -0.795
S -2.295 1.643 -0.392
C -0.266 0.208 1.654
O 0.879 0.161 2.504
H 2.106 -1.775 -1.335
H 0.382 -1.882 -0.910
H 0.979 -0.767 -2.179
H 2.011 0.475 -0.537
H 0.383 1.613 0.218
H -1.464 -0.581 -0.693
H -0.599 0.706 -1.750
H -3.353 1.077 -0.961
H -0.875 0.975 2.130
H -0.842 -0.724 1.736
H 1.278 -0.677 2.428
*
```

Values from the calculation:
Total energy ... -687.14832 hartree
SMILES ... CN[C@H](CO)CS
HOMO energy ... -9.05 eV
Energy relative to the best compared isomer or geometry (same formula, charge and spin) ... 1.660 eV
Frontier orbital gap ... 0.362 hartree


# C8H14

2 unconnected molecules or ions with the total composition C8H14 at a distorted geometry (ωB97M-V/def2-TZVPD, the Open Molecules 2025 dataset).

Geometry as ORCA input:
```
! RIJCOSX wB97M-V def2-TZVPD def2/J DEFGRID3
* xyz 0 1
C 1.088 -1.158 1.567
C 1.048 -1.988 0.290
C -0.116 -1.492 0.740
C -1.597 -1.441 0.870
C -0.527 0.264 -1.638
C 1.515 1.684 -0.744
C -0.626 1.581 0.611
C 0.062 1.192 -0.495
H 1.398 -1.650 2.511
H 1.665 -2.150 -0.571
H -1.932 -2.205 1.537
H -1.897 -1.456 -0.197
H -1.837 -0.439 1.188
H -0.437 0.795 -2.541
H -1.608 0.053 -1.348
H 0.076 -0.628 -1.751
H 2.179 0.848 -0.747
H 1.600 2.303 -1.560
H 1.944 2.233 0.103
H -1.655 1.606 0.447
H -0.167 2.334 1.245
H 1.243 -0.004 1.594
*
```

Values from the calculation:
Total energy ... -313.04360 hartree
SMILES ... C=C(C)C.CC1=CC1
HOMO energy ... -8.74 eV
Energy relative to the best compared isomer or geometry (same formula, charge and spin) ... 4.730 eV
Frontier orbital gap ... 0.357 hartree